No. 1
{"formula": "C4H9CoFO2", "method": "ωB97M-V with the def2-TZVPD basis set", "species": ["F", "C", "O", "C", "C", "O", "H", "H", "H", "H", "H", "H", "Co", "C", "H", "H", "H"], "positions_angstrom": [[2.50023, 0.66220, -0.10901], [-0.56032, 2.41414, 0.47218], [-1.87900, 1.80070, 0.58056], [-2.26981, 1.01602, -0.52073], [-1.77913, -0.43540, -0.49739], [-0.40654, -0.60701, -0.67802], [-0.34747, 2.79923, 1.48477], [-0.66566, 3.32034, -0.16248], [-1.94503, 1.49952, -1.46460], [-3.37239, 0.99860, -0.52687], [-2.34298, -0.96372, -1.29509], [-2.12063, -0.88042, 0.46169], [0.61043, 0.85474, -0.20889], [3.04616, -0.71531, -0.02942], [4.00572, -0.64543, -0.54699], [3.21967, -0.91109, 1.03434], [2.37534, -1.51740, -0.34407]], "nbo_charge": [-0.429, -0.453, -0.424, -0.122, -0.127, -0.720, 0.227, 0.223, 0.182, 0.238, 0.215, 0.211, 1.474, -0.152, 0.226, 0.209, 0.221], "charge": 1, "orbital_gap_ha": [0.373, 0.294], "spin_multiplicity": 5, "relative_energy_kcal_mol": 0.0, "lumo_ev": [-3.536, -6.571], "s_squared": 6.015}


No. 2
{"formula": "C36H35Br2GdIN4OP", "method": "ωB97M-V with the def2-TZVPD basis set", "species": ["Gd", "O", "C", "C", "C", "N", "C", "Br", "C", "H", "H", "H", "H", "I", "C", "C", "C", "C", "C", "C", "C", "C", "C", "P", "C", "C", "C", "C", "C", "C", "C", "C", "C", "C", "C", "C", "C", "H", "H", "H", "H", "H", "H", "H", "H", "H", "H", "H", "H", "H", "H", "H", "H", "Br", "C", "C", "C", "N", "C", "C", "H", "H", "H", "H", "N", "C", "C", "N", "C", "C", "H", "H", "H", "H", "H", "H", "H", "H", "H", "H", "H"], "positions_angstrom": [[-0.46570, -0.13895, 0.48752], [-1.92834, -1.89542, 6.62545], [-1.48777, -1.44831, 5.48113], [-0.45938, -0.50128, 5.31999], [-0.08375, -0.12931, 4.05630], [-0.64520, -0.61255, 2.92629], [-1.63772, -1.49727, 3.11679], [-2.45148, -2.13639, 1.49263], [-2.09450, -1.95369, 4.31361], [-1.51567, -1.51172, 7.41200], [0.02981, -0.06682, 6.18237], [0.70356, 0.60169, 3.91701], [-2.89887, -2.67308, 4.39252], [0.76880, 2.57454, -0.58099], [-0.42159, 4.40325, -0.25312], [0.40832, 5.48298, -0.26889], [-0.13576, 6.76369, -0.09037], [-1.48128, 6.88761, 0.07749], [-2.33735, 5.76199, 0.05480], [-3.72616, 5.98608, 0.16643], [-4.61861, 4.95828, 0.10151], [-4.13209, 3.65590, -0.02887], [-2.78025, 3.36379, -0.12062], [-2.56339, 1.53580, -0.24046], [-3.18050, 1.02248, -1.86210], [-3.80177, 1.87839, -2.77007], [-4.20988, 1.39397, -4.00453], [-3.99630, 0.06504, -4.34397], [-3.35272, -0.78837, -3.45463], [-2.93135, -0.30759, -2.22957], [-3.67992, 0.99067, 1.09559], [-3.25354, 1.37248, 2.37343], [-4.03716, 1.09178, 3.47982], [-5.23566, 0.40475, 3.31449], [-5.64569, 0.00341, 2.04886], [-4.87243, 0.29554, 0.93403], [-1.82284, 4.42291, -0.10717], [1.47357, 5.37798, -0.42085], [0.51847, 7.62412, -0.09714], [-1.92763, 7.86358, 0.21772], [-4.06872, 7.00511, 0.29579], [-5.68401, 5.13300, 0.15889], [-4.84929, 2.84787, -0.05693], [-3.96880, 2.91836, -2.53222], [-4.69390, 2.06326, -4.70287], [-4.32455, -0.30621, -5.30558], [-3.18572, -1.82256, -3.72553], [-2.42885, -0.98454, -1.53351], [-2.35080, 1.97215, 2.48453], [-3.73821, 1.43458, 4.46247], [-5.86632, 0.20786, 4.17174], [-6.58636, -0.51815, 1.92970], [-5.21132, -0.00087, -0.05269], [1.80726, -6.65514, -1.30863], [1.31976, -4.90078, -0.89999], [1.08709, -3.96543, -1.90736], [0.71458, -2.68658, -1.55738], [0.56128, -2.27259, -0.28306], [0.80113, -3.18863, 0.68176], [1.18362, -4.48340, 0.42726], [1.18855, -4.24246, -2.94796], [0.53718, -1.94966, -2.33424], [0.70212, -2.85054, 1.70910], [1.36447, -5.17422, 1.23970], [5.59052, -0.11584, 1.69054], [5.04530, -1.23883, 0.86067], [3.55113, -1.43002, 1.13425], [2.74486, -0.20771, 0.92700], [3.31998, 0.85855, 1.77821], [4.79317, 1.13264, 1.47380], [6.57636, 0.04545, 1.46459], [5.56251, -0.37199, 2.68084], [5.59148, -2.15239, 1.09194], [5.22244, -0.99447, -0.18686], [3.39689, -1.75728, 2.16588], [3.19918, -2.22269, 0.47902], [2.86652, 0.07090, -0.04586], [3.21390, 0.53663, 2.81794], [2.76908, 1.78820, 1.64812], [5.18214, 1.92905, 2.10669], [4.91828, 1.42581, 0.43108]], "lowdin_spin": [6.809, 0.000, 0.000, 0.000, 0.000, -0.012, -0.001, -0.005, 0.000, 0.000, 0.000, 0.000, 0.000, -0.022, 0.003, -0.001, 0.000, 0.000, 0.001, 0.002, 0.003, 0.009, 0.025, 0.129, 0.017, 0.011, 0.000, 0.011, 0.000, 0.003, 0.012, 0.008, 0.000, 0.013, 0.000, 0.010, 0.002, 0.000, 0.000, 0.000, 0.000, 0.000, 0.000, 0.000, 0.000, 0.000, 0.000, -0.002, 0.000, 0.000, 0.001, 0.000, 0.000, 0.000, 0.000, 0.000, -0.001, -0.021, -0.001, 0.000, 0.000, 0.000, 0.000, 0.000, 0.000, 0.000, 0.000, -0.006, 0.000, 0.000, 0.000, 0.000, 0.000, 0.000, 0.000, 0.000, 0.000, 0.000, 0.000, 0.000, 0.000], "charge": 4, "orbital_gap_ha": [0.256, 0.167], "spin_multiplicity": 8, "relative_energy_kcal_mol": 6.3, "lumo_ev": [-10.578, -12.991], "s_squared": 16.115}


> charge of number 1 (C4H9CoFO2)?

+1